Record 1
An isolated molecule of C10H18N2O3Si in a non-equilibrium geometry, computed with ωB97M-V/def2-TZVPD.

The relative energy (zero: lowest compared OMol25 entry of this formula, charge and spin) comes out at 86.3 kJ/mol. The energy comes out at -1016.633185 Ha. As for the SMILES: N#CCCC[Si]12OCCN(CCO1)CCO2.

Each line ends with the Löwdin charge.
Element x y z (Å)
N1 5.463 -2.144 -0.325  0.15
C1 5.018 -1.151 -0.723  -0.27
O1 -0.131 -0.814 1.604  -0.15
O2 -0.115 1.647 0.277  -0.13
O3 -0.151 -0.758 -1.159  -0.14
N2 -2.636 0.277 0.216  -0.15
C2 4.471 0.090 -1.062  -0.19
C3 -1.282 -1.606 1.538  -0.24
C4 -1.178 2.111 1.079  -0.24
C5 -1.488 -1.179 -1.510  -0.15
C6 -2.568 -0.764 1.333  -0.09
C7 -2.497 1.705 0.588  -0.19
C8 -2.546 -0.001 -1.231  -0.12
C9 2.908 0.318 -1.090  -0.25
C10 2.219 -0.045 0.190  -0.19
Si1 0.337 0.061 0.194  0.38
H1 4.748 0.833 -0.287  0.13
H2 4.988 0.397 -1.984  0.12
H3 -1.328 -2.264 2.426  0.14
H4 -1.100 -2.263 0.753  0.07
H5 -1.033 1.656 2.059  0.11
H6 -1.026 3.175 1.137  0.12
H7 -1.719 -2.055 -0.954  0.09
H8 -1.535 -1.380 -2.578  0.11
H9 -2.636 -0.166 2.248  0.12
H10 -3.406 -1.382 1.260  0.09
H11 -2.793 2.373 -0.193  0.11
H12 -3.229 1.867 1.401  0.13
H13 -2.312 0.956 -1.666  0.11
H14 -3.538 -0.196 -1.640  0.11
H15 2.467 -0.148 -1.963  0.10
H16 2.767 1.328 -1.415  0.10
H17 2.384 -1.153 0.526  0.13
H18 2.480 0.677 0.949  0.08



Record 2
A cluster of 2 separate species, HN2O2 in total in a non-equilibrium geometry, computed with ωB97M-V/def2-TZVPD.

As for the net charge: -1. The relative energy (zero: lowest compared OMol25 entry of this formula, charge and spin) comes out at 86.0 kJ/mol. The energy comes out at -260.493726 Ha.

Each line ends with the Löwdin charge.
Element x y z (Å)
N1 1.591 -1.625 1.293  0.24
N2 1.105 -2.307 0.536  -0.30
O1 0.594 -2.591 -0.499  0.02
O2 0.029 1.011 1.118  -0.67
H1 -0.102 0.077 1.194  -0.28



Record 3
A cluster of 13 separate species, H26O13 in total in a non-equilibrium geometry, computed with ωB97M-V/def2-TZVPD.

The relative energy (zero: lowest compared OMol25 entry of this formula, charge and spin) comes out at 641.0 kJ/mol. The energy comes out at -993.529099 Ha.

Each line ends with the Löwdin charge.
Element x y z (Å)
H1 0.086 -0.208 -1.109  -0.03
H2 -0.021 -0.218 0.407  0.03
H3 -2.303 1.446 0.815  0.05
H4 -2.270 2.491 -0.288  0.02
H5 3.558 -2.190 0.385  0.02
H6 5.009 -2.125 -0.063  0.04
H7 0.825 -3.355 -1.853  0.04
H8 2.035 -3.299 -0.936  0.03
H9 -1.959 -1.611 -0.386  -0.02
H10 -1.401 -2.102 -1.712  0.05
H11 -0.132 3.959 0.394  0.05
H12 0.148 2.738 -0.467  0.02
H13 1.326 2.110 3.822  0.05
H14 1.951 0.736 3.640  0.05
H15 0.150 0.779 -2.869  0.06
H16 1.653 0.978 -2.754  0.05
H17 4.001 3.099 -1.362  0.04
H18 3.687 1.811 -2.105  0.03
H19 -1.609 0.007 -1.232  0.02
H20 -2.807 0.894 -0.937  0.04
H21 -3.856 -0.242 -1.371  0.01
H22 -3.669 -1.480 -0.510  0.01
H23 0.346 -0.141 3.287  0.07
H24 0.720 -1.134 2.198  0.06
H25 -2.738 -1.176 3.236  0.04
H26 -1.782 -1.312 2.062  0.01
O1 0.066 -0.805 -0.353  -0.10
O2 -2.846 2.121 0.391  -0.08
O3 4.387 -2.680 0.421  -0.06
O4 1.380 -2.737 -1.364  -0.05
O5 -1.675 -2.412 -0.841  -0.06
O6 -0.148 3.654 -0.520  -0.05
O7 1.571 1.470 3.144  -0.09
O8 0.925 0.458 -2.394  -0.03
O9 3.294 2.462 -1.513  -0.05
O10 -1.844 0.901 -0.960  -0.11
O11 -4.271 -1.082 -1.149  -0.03
O12 0.867 -0.223 2.480  -0.10
O13 -2.655 -1.583 2.366  -0.04